[1]
95
Properties=species:S:1:pos:R:3:forces:R:3:mulliken_charge:R:1 method="wB97M-V/def2-TZVPD" de_lowest_ev=0.000 homo_ev="-7.5 / -7.6" e_lumo_ha="-0.06358 / -0.06361" energy_ev=-68921.5938
Pb 0.01755 -0.44892 -0.71347 0.060 -0.055 -0.546 1.2135
C 3.41726 6.50156 -2.66233 -0.026 -0.041 -0.022 -1.8943
C 2.24753 6.22999 -1.70233 0.027 0.052 0.067 2.0631
C 2.42896 7.09364 -0.44203 0.026 -0.011 -0.014 -1.4554
C 0.94706 6.64092 -2.40317 -0.027 -0.015 0.029 -1.7805
C 2.20027 4.76116 -1.28236 0.099 0.053 -0.021 -1.0988
C 1.02557 4.12275 -1.05121 -0.073 -0.044 -0.075 0.0294
C 0.99092 2.74060 -0.71408 -0.030 -0.037 0.074 -1.0568
N -0.13851 2.04367 -0.52036 0.051 -0.022 0.089 -0.2119
C -1.34374 2.54563 -0.23567 0.054 -0.102 -0.098 -1.6188
C -1.58254 3.81772 0.34732 -0.017 0.044 0.046 -0.1162
C -2.84887 4.26454 0.56121 -0.052 -0.008 -0.028 -1.0103
C -3.93945 3.44705 0.10448 0.039 -0.001 -0.022 0.1382
C -3.80687 2.18973 -0.40950 -0.111 0.018 0.056 -0.4333
C -2.46690 1.63478 -0.49423 0.031 0.124 0.018 1.3687
O -2.25253 0.43773 -0.81357 0.091 -0.076 0.136 -0.8350
C -5.01673 1.34791 -0.83074 0.101 -0.090 0.006 2.3985
C -4.84326 0.86860 -2.28521 0.072 0.027 0.060 -1.5025
C -6.31146 2.15667 -0.75884 -0.052 0.055 0.013 -2.3485
C -5.16181 0.13559 0.10970 0.076 0.092 -0.015 -1.4049
C -3.07642 5.57598 1.31814 0.021 -0.007 0.072 1.9332
C -2.29833 6.71431 0.64173 -0.007 0.004 -0.008 -1.5025
C -2.56519 5.39862 2.76018 -0.020 -0.011 -0.031 -1.6664
C -4.55316 5.97470 1.38235 0.008 -0.013 -0.025 -2.2765
C 2.22844 1.95813 -0.68393 -0.017 -0.028 0.125 1.3216
O 2.18069 0.71868 -0.44010 0.209 0.150 -0.039 -0.8184
C 3.48000 2.67216 -0.88723 0.065 0.050 -0.058 -0.4462
C 3.41529 4.01397 -1.12921 -0.022 0.008 0.057 0.0278
C 4.82746 1.93388 -0.88739 -0.131 -0.070 0.030 2.3616
C 5.07323 1.22984 0.46077 -0.055 0.083 -0.067 -1.5663
C 4.84782 0.90490 -2.03541 -0.022 0.069 0.101 -1.6197
C 5.98789 2.90164 -1.11743 0.096 0.018 0.022 -2.2750
H 3.31042 7.49929 -3.09504 0.022 -0.046 0.036 0.4571
H 4.38229 6.47403 -2.15180 -0.034 -0.041 -0.038 0.3770
H 3.43726 5.77629 -3.48101 -0.003 0.062 0.043 0.3724
H 2.48655 8.15315 -0.71128 0.002 -0.068 0.028 0.4402
H 1.58835 6.95550 0.24430 0.062 0.016 -0.041 0.2059
H 3.34881 6.82336 0.08593 -0.075 0.030 -0.028 0.3146
H 1.04703 7.65259 -2.80245 -0.011 -0.028 0.044 0.4819
H 0.71690 5.96671 -3.23282 0.003 0.062 0.043 0.4014
H 0.09848 6.64408 -1.71304 0.041 -0.001 -0.081 0.1910
H 0.07900 4.62500 -1.19873 0.131 -0.031 -0.051 1.1086
H -0.72356 4.38462 0.68859 -0.133 -0.056 0.022 1.3675
H -4.93861 3.84908 0.19690 0.090 0.001 0.032 0.6112
H -4.68754 1.72300 -2.95286 -0.045 -0.074 0.034 0.3026
H -3.99690 0.18984 -2.38035 -0.040 0.025 -0.007 0.1598
H -5.74320 0.33738 -2.60949 0.054 0.042 0.036 0.4667
H -6.27844 3.03503 -1.41156 -0.021 -0.053 0.048 0.4242
H -7.13885 1.52387 -1.08825 0.036 0.046 0.017 0.4546
H -6.53323 2.48510 0.26128 -0.011 -0.029 -0.076 0.3912
H -4.28437 -0.50713 0.06668 -0.034 -0.008 -0.007 0.1396
H -5.29930 0.47029 1.14320 -0.017 -0.028 -0.074 0.2820
H -6.03357 -0.45828 -0.18175 0.063 0.053 0.016 0.4963
H -1.22583 6.50286 0.60517 -0.076 0.038 0.003 0.1474
H -2.65195 6.87080 -0.38148 0.038 -0.008 0.054 0.3330
H -2.43797 7.64515 1.19979 0.022 -0.055 -0.046 0.5175
H -1.49413 5.18212 2.77672 -0.070 0.011 0.007 0.3136
H -2.74080 6.31042 3.34006 0.021 -0.066 -0.049 0.4531
H -3.08466 4.57098 3.25183 0.045 0.067 -0.019 0.3741
H -4.97434 6.13254 0.38478 0.009 -0.032 0.078 0.4047
H -5.15102 5.22208 1.90358 0.016 0.057 -0.049 0.4656
H -4.64666 6.91187 1.93678 -0.004 -0.046 -0.042 0.4409
H 4.34826 4.55086 -1.24492 -0.164 -0.005 -0.065 0.3821
H 4.29843 0.49279 0.65961 -0.032 -0.029 0.001 0.1720
H 6.04200 0.72047 0.44322 -0.071 0.049 -0.007 0.4812
H 5.08700 1.96264 1.27452 0.002 -0.071 -0.053 0.3528
H 4.09102 0.13799 -1.89151 -0.049 -0.024 0.007 0.3105
H 4.66269 1.40133 -2.99206 0.033 -0.035 0.041 0.3536
H 5.82790 0.41974 -2.08393 -0.072 0.047 0.011 0.4475
H 6.06061 3.64482 -0.31642 0.019 -0.048 -0.088 0.4084
H 6.92136 2.33445 -1.13211 -0.031 0.037 0.010 0.4402
H 5.90045 3.42156 -2.07560 0.042 -0.038 0.060 0.4313
N 0.73220 -2.80182 2.47923 -0.057 -0.132 -0.027 -0.2291
C 1.05041 -1.54428 2.36392 0.034 0.473 -0.118 0.5757
N 2.29245 -1.10206 2.62627 -0.274 -0.175 0.001 -0.3541
S -0.13724 -0.34009 1.93439 -0.069 -0.025 0.272 -0.3690
H 1.44871 -3.46959 2.72194 -0.018 -0.047 -0.048 0.1803
H -0.18707 -3.17080 2.07078 0.076 -0.059 0.129 0.2410
H 3.04643 -1.72727 2.84628 0.075 -0.067 0.010 0.1971
H 2.48714 -0.12974 2.47291 0.019 0.066 -0.041 0.1848
O -1.29519 -3.02284 -2.73617 -0.001 0.090 -0.092 -0.7523
C -2.48163 -3.12394 -2.10379 -0.125 -0.038 0.120 0.3674
C -3.64359 -2.99232 -2.86362 -0.011 0.020 -0.083 -0.7591
C -4.88267 -3.09852 -2.26076 0.042 -0.020 0.066 -0.2912
C -4.98963 -3.34312 -0.89244 -0.033 -0.023 -0.001 -0.6849
C -3.83873 -3.47042 -0.13704 0.021 -0.028 -0.094 -0.4574
C -2.57587 -3.36050 -0.72165 -0.010 0.068 -0.034 0.6354
C -1.35396 -3.42300 0.14350 0.086 -0.055 0.478 0.6441
O -1.48515 -3.73026 1.35178 0.131 0.164 -0.368 -0.9152
O -0.22934 -3.09682 -0.38139 -0.275 -0.052 -0.071 -0.9493
H -0.61585 -3.09462 -2.02467 0.082 -0.098 0.096 0.4240
H -3.54240 -2.80418 -3.92718 -0.023 -0.021 0.083 0.4239
H -5.77807 -2.98969 -2.86094 0.010 -0.002 -0.008 0.4234
H -5.96456 -3.42590 -0.42529 0.074 0.003 -0.031 0.4422
H -3.88363 -3.65453 0.92856 0.017 0.018 -0.017 0.4296

[2]
96
Properties=species:S:1:pos:R:3:forces:R:3:mulliken_charge:R:1 method="wB97M-V/def2-TZVPD" spin_multiplicity=5 de_lowest_ev=0.220 homo_ev="-13.1 / -14.3" e_lumo_ha="-0.20343 / -0.32504" energy_ev=-126915.6986 charge=+2
Ru 1.05860 0.37433 0.66286 0.196 -0.308 0.395 1.3868
C 1.28362 0.99927 2.86567 0.014 -0.105 -0.151 -0.3559
C 2.52235 0.40240 2.36895 -0.047 0.064 -0.043 -1.1793
C 3.01644 1.28579 1.33990 0.017 0.009 -0.048 0.3564
C 1.99816 2.29711 1.19266 0.160 0.265 -0.008 -0.5354
C 1.01621 2.21205 2.22138 0.148 0.148 -0.019 1.5240
C -0.05507 3.23274 2.54542 -0.121 -0.129 -0.054 1.6224
C -1.42481 2.72561 2.07864 0.011 0.011 0.042 -1.3916
C -0.08512 3.42840 4.06716 0.046 0.017 0.009 -1.7532
C 0.25469 4.56510 1.86259 0.009 -0.006 -0.016 -1.8417
C 4.27510 1.30147 0.46245 0.042 0.010 0.070 1.5606
C 4.32584 2.60706 -0.34315 -0.004 0.000 -0.028 -2.0942
C 4.29764 0.14779 -0.55337 -0.028 -0.001 0.021 -1.7800
C 5.52923 1.28521 1.35189 -0.053 0.027 -0.022 -1.6740
C 3.07830 -0.83354 3.07748 0.031 -0.053 0.002 1.6045
C 1.93631 -1.61868 3.74624 -0.001 0.029 0.012 -1.9647
C 3.80944 -1.82355 2.16641 -0.023 0.040 0.063 -1.5621
C 4.01590 -0.32172 4.18618 -0.006 0.000 -0.002 -1.6309
H 0.69308 0.56764 3.65744 -0.013 0.021 -0.014 0.4958
H 2.06322 3.10630 0.48312 -0.001 0.003 0.036 0.9567
H -1.67805 1.78557 2.57381 -0.010 -0.015 0.005 0.4087
H -1.43265 2.56654 0.99452 -0.005 0.000 -0.032 0.0654
H -2.20179 3.45465 2.31661 0.014 -0.001 0.000 0.4575
H -0.36716 2.51073 4.58637 0.010 0.012 -0.008 0.3570
H -0.81488 4.19601 4.32613 -0.001 -0.005 -0.002 0.4302
H 0.88921 3.74832 4.43994 -0.023 0.003 0.004 0.4091
H 0.20775 4.48834 0.77259 0.010 -0.004 0.016 0.2453
H 1.24326 4.93497 2.14034 -0.022 0.004 -0.006 0.4388
H -0.47953 5.31081 2.16704 0.005 0.005 -0.006 0.4412
H 3.49608 2.68672 -1.05078 0.011 0.006 0.004 0.2967
H 5.24526 2.62042 -0.92759 -0.003 0.004 -0.006 0.4622
H 4.33098 3.48838 0.30140 0.011 -0.017 -0.011 0.3808
H 3.55612 0.32504 -1.33637 -0.009 -0.004 -0.004 0.2488
H 4.10261 -0.82549 -0.10939 0.018 0.046 -0.028 0.1486
H 5.27412 0.10552 -1.03797 0.002 0.003 -0.001 0.5499
H 5.48742 2.08219 2.09687 0.008 -0.008 -0.008 0.3572
H 6.41052 1.45261 0.73203 -0.014 0.001 -0.010 0.5103
H 5.67030 0.34249 1.86803 -0.003 -0.084 0.024 0.2426
H 1.16519 -1.89655 3.02461 -0.007 -0.012 0.011 0.2126
H 1.48297 -1.07387 4.57539 0.001 -0.011 -0.015 0.4207
H 2.34575 -2.53687 4.16525 0.000 -0.002 -0.002 0.4901
H 3.15366 -2.18481 1.37279 -0.016 -0.019 -0.029 0.0974
H 4.10815 -2.68580 2.76275 0.000 0.005 0.002 0.5878
H 4.71203 -1.41782 1.72370 0.052 0.047 -0.008 0.2455
H 3.48455 0.34412 4.86997 0.009 -0.012 -0.009 0.3507
H 4.87378 0.21534 3.78629 -0.020 -0.012 0.023 0.2458
H 4.38451 -1.17043 4.76364 -0.001 0.001 0.001 0.4694
S -0.55035 1.07777 -5.76308 -0.007 0.076 0.173 -0.0939
C 0.02911 0.97141 -4.07871 -0.076 -0.054 -0.213 0.0766
C 0.62167 -0.19438 -3.60124 -0.061 0.046 0.053 -1.3986
C 0.95083 -0.28305 -2.26802 0.040 0.091 0.036 -0.4349
N 0.73245 0.72740 -1.40718 -0.033 0.121 0.035 1.2520
C 0.23860 1.88432 -1.88307 -0.048 -0.107 -0.017 -0.5256
C -0.11891 2.04544 -3.20505 0.057 0.015 -0.041 -0.8348
C -1.74542 -0.25145 -5.63103 0.170 -0.066 -0.052 0.1088
C -3.02516 0.01411 -5.17248 -0.084 0.026 0.058 -0.0874
C -3.89556 -1.05467 -5.00548 0.077 -0.066 -0.008 -0.6147
N -3.56369 -2.32045 -5.25665 0.078 0.035 0.007 -0.4751
C -2.34567 -2.55236 -5.74761 -0.109 0.020 0.022 -0.5910
C -1.40397 -1.55386 -5.96117 -0.021 0.003 -0.019 -0.0207
H 0.81950 -1.02943 -4.25685 -0.033 -0.033 0.003 0.4676
H 1.40294 -1.17415 -1.85977 0.022 -0.018 -0.002 0.7968
H 0.10226 2.68620 -1.16878 0.005 -0.003 0.018 0.2965
H -0.53171 2.98509 -3.54587 -0.024 -0.013 0.010 0.5319
H -3.34099 1.02541 -4.95184 0.006 -0.007 -0.002 0.4925
H -4.90551 -0.88126 -4.65001 -0.006 -0.013 0.002 0.4449
H -2.10449 -3.58230 -5.98512 -0.037 0.004 0.022 0.3961
H -0.43562 -1.79197 -6.38005 0.009 0.001 0.016 0.5670
C -4.08232 0.47308 1.25353 -0.049 -0.037 -0.016 -1.2974
As -2.48687 -0.28088 0.44645 0.014 -0.058 -0.023 0.5099
C -2.86743 -0.04510 -1.44806 0.001 -0.013 -0.009 -1.4360
C -2.52058 -2.28026 0.87347 -0.061 -0.171 -0.007 -0.3535
C -3.67318 -2.72137 0.11504 -0.119 -0.008 -0.049 0.1890
C -3.53383 -3.11210 -1.24380 0.067 0.018 0.085 -0.0915
C -4.63161 -3.49494 -1.97135 -0.101 0.028 -0.030 -0.8009
C -5.89720 -3.49855 -1.36956 0.036 0.026 0.047 -0.4980
C -6.05654 -3.13024 -0.02584 -0.047 -0.026 -0.071 -0.6690
C -4.96556 -2.73584 0.70415 0.106 0.016 0.042 -0.4737
H -4.99587 0.02252 0.87114 0.020 -0.013 -0.037 0.4805
H -4.08845 1.53443 1.00443 0.008 0.010 0.037 0.4150
H -4.03519 0.36037 2.33493 -0.009 0.021 0.004 0.4302
H -3.85334 -0.41137 -1.72528 -0.031 0.014 0.034 0.5943
H -2.10968 -0.54140 -2.05358 0.022 0.026 0.005 0.1986
H -2.82573 1.03142 -1.62150 0.019 -0.012 -0.041 0.7137
H -2.62965 -2.31602 1.95493 0.001 0.038 0.006 0.6976
H -1.55552 -2.65211 0.54957 -0.053 0.076 0.013 -0.3425
H -2.54581 -3.10953 -1.68741 -0.058 -0.014 -0.014 0.6316
H -4.53301 -3.77934 -3.00996 0.056 -0.019 -0.033 0.5135
H -6.76254 -3.79343 -1.94865 0.004 -0.012 0.008 0.4579
H -7.03739 -3.16640 0.42877 0.018 0.005 0.001 0.4383
H -5.07258 -2.46270 1.74742 -0.003 0.013 -0.017 0.5123
F 0.61876 -1.54276 0.60115 -0.284 -0.001 -0.241 -0.3445
B 0.74637 -3.43705 -0.54516 -0.015 0.175 0.120 0.1755
F 0.48743 -4.18109 0.50845 0.051 0.014 -0.081 -0.1857
F 1.98257 -3.19812 -0.94969 -0.050 -0.077 0.016 -0.1794
F -0.26478 -3.08696 -1.35240 0.137 -0.050 -0.003 0.0456